No. 1
The following is a DFT calculation (the ωB97M-V functional and the def2-TZVPD basis) of C6H7NaO6 as an isolated structure.

Computed properties:
Net charge: -1
F_max in eV/A: 4.01
Multiplicity: 2
Relative energy (zero: lowest compared OMol25 entry of this formula, charge and spin) in kcal/mol: 8.8
Calculated total energy in eV: -23037.879
<S²>: 0.75

The geometry in XYZ format:
```
20
Properties=species:S:1:pos:R:3:forces:R:3:lowdin_charge:R:1
O -0.6907 1.2102 0.3578 0.5 0.0 -0.6 -0.11
O 1.1110 1.3978 -1.0714 0.7 0.2 -0.4 -0.05
C 2.1292 1.6598 -0.1322 -0.1 0.2 0.0 -0.19
C 2.2965 0.3080 0.5633 -0.1 -0.1 -0.1 -0.18
O 1.0245 -0.2984 0.4394 0.8 -0.4 0.2 -0.11
C 0.1478 0.5751 -0.4146 -1.5 0.4 0.8 -0.70
H 3.0296 1.9910 -0.6622 -0.1 -0.1 0.1 0.11
H 1.8184 2.4458 0.5753 0.0 -0.2 -0.1 0.12
H 2.5767 0.4101 1.6213 0.0 0.0 -0.1 0.11
H 3.0522 -0.3109 0.0539 -0.1 0.1 0.1 0.11
Na -0.7189 -0.2193 2.0125 3.2 2.1 -0.8 0.54
O -1.6703 -1.5523 0.2887 2.3 -0.3 0.0 -0.03
O -3.8360 -1.7520 0.8792 0.2 -0.1 0.1 0.03
C -1.6524 -1.1153 -0.9916 -1.7 -0.1 0.0 -0.10
C -0.4951 -0.3312 -1.4919 0.4 -0.1 0.0 -0.08
O -2.2259 -1.1861 2.3631 -3.1 -2.3 1.1 -0.08
C -2.6930 -1.5190 1.2510 -1.6 0.5 -0.4 -0.73
H -2.6534 -1.0507 -1.4198 0.3 0.1 -0.1 0.11
H 0.2903 -0.9802 -1.9125 0.0 0.1 0.1 0.11
H -0.8404 0.3175 -2.3092 0.0 -0.1 0.2 0.12
```
Forces are in eV/Å.


No. 2
The following is a DFT calculation (the ωB97M-V functional and the def2-TZVPD basis) of an isolated ion of composition C6H7O3 and charge +1.

Computed properties:
Net charge: +1
F_max in eV/A: 6.09
Relative energy (zero: lowest compared OMol25 entry of this formula, charge and spin) in kcal/mol: 121.1
Calculated total energy in eV: -12463.552

The geometry in XYZ format:
```
16
Properties=species:S:1:pos:R:3:forces:R:3:lowdin_charge:R:1
C -0.9546 0.4194 0.0651 -0.5 0.7 0.2 0.04
C -2.0858 0.3482 0.7499 -1.5 0.3 -2.0 -0.09
C -1.3304 0.1330 2.8559 2.6 -0.4 -0.3 0.23
C 0.4422 0.3684 0.4525 -1.8 -0.8 -5.8 -0.26
C 0.7949 0.2121 1.6514 -1.8 -0.2 5.0 -0.03
C 1.4071 -0.6003 -1.6246 1.3 -1.0 -1.1 -0.05
O -2.3060 0.0804 2.0611 0.5 -0.2 1.9 0.04
O 1.6557 0.2322 2.5457 3.3 0.2 0.6 0.19
O 1.3810 0.3408 -0.5578 0.1 0.5 1.9 -0.08
H -1.2277 0.6849 -0.9440 0.7 0.0 -0.4 0.14
H -3.0590 0.5128 0.2646 0.7 -0.2 0.2 0.16
H -1.5301 -0.2126 3.9212 -0.1 0.4 -1.2 0.13
H 0.8224 -0.1913 -2.4599 0.1 -0.4 0.2 0.09
H 1.1632 -1.6965 -1.4425 -0.1 1.5 0.4 0.12
H 2.5065 -0.5766 -1.8860 -1.3 -0.1 -0.1 0.12
H 2.5661 0.6471 2.3046 -2.0 -0.4 0.4 0.24
```
Forces are in eV/Å.


No. 3
The following is a DFT calculation (the ωB97M-V functional and the def2-TZVPD basis) of a 2-piece molecular cluster, C6H7O6S overall.

Computed properties:
Net charge: -1
F_max in eV/A: 0.96
Relative energy (zero: lowest compared OMol25 entry of this formula, charge and spin) in kcal/mol: 0.0
Calculated total energy in eV: -29456.876

The geometry in XYZ format:
```
20
Properties=species:S:1:pos:R:3:forces:R:3:lowdin_charge:R:1
C 1.8192 0.5928 -0.1304 -0.3 0.2 0.5 -0.24
C 2.2385 -0.7603 -0.2782 -0.3 -0.1 0.4 -0.26
C 1.1020 0.6452 1.0319 0.2 0.2 -0.4 -0.37
C 1.7338 -1.4385 0.7863 0.5 -0.3 -0.6 -0.07
C -2.6321 -0.5977 -0.6559 0.0 -0.1 0.0 -0.30
C -1.8948 0.6377 -0.1401 -0.2 -0.1 -0.1 -0.95
O 2.9950 -1.2421 -1.3058 0.0 0.1 -0.1 0.06
O 0.4933 1.6675 1.6337 -0.1 -0.3 0.2 0.06
O 1.0454 -0.5899 1.5962 -0.2 0.4 0.2 0.06
O 2.0695 1.5886 -1.0370 0.1 -0.1 0.1 0.01
O -3.2939 -1.2489 0.3960 -0.2 -0.1 0.5 -0.10
O -1.9018 0.8152 1.0947 -0.2 -0.3 0.2 -0.11
S -1.1778 1.6056 -1.2945 0.3 0.6 -0.7 0.61
H 1.8029 -2.4637 1.0851 0.0 -0.1 0.1 0.11
H -3.3499 -0.3018 -1.4312 0.2 0.0 0.1 0.10
H -1.8904 -1.2683 -1.1131 -0.1 0.2 0.0 0.11
H 1.2544 2.1178 -1.0916 -0.2 -0.1 -0.1 0.03
H 3.0843 -0.5054 -1.9250 0.0 -0.1 0.0 0.10
H -2.9990 -0.7565 1.1888 -0.1 -0.1 -0.2 0.07
H -0.4984 1.5027 1.5902 0.3 0.1 -0.2 0.07
```
Forces are in eV/Å.


No. 4
The following is a DFT calculation (the ωB97M-V functional and the def2-TZVPD basis) of C6H7O6Tb as an isolated structure.

Computed properties:
Net charge: +1
F_max in eV/A: 6.60
Multiplicity: 8
Relative energy (zero: lowest compared OMol25 entry of this formula, charge and spin) in kcal/mol: 0.0
Calculated total energy in eV: -41046.420
<S²>: 16.77

The geometry in XYZ format:
```
20
Properties=species:S:1:pos:R:3:forces:R:3:lowdin_charge:R:1
O 1.5079 0.0755 -0.4069 0.0 -1.3 0.6 -0.19
O 1.2148 1.1979 -2.3952 -0.2 -0.1 0.6 0.02
C 1.0345 0.1483 -3.3303 0.2 -0.2 -0.2 -0.12
C -0.3587 -0.3606 -2.9828 -0.1 0.0 -1.0 -0.12
O -0.4239 -0.1663 -1.5720 -0.4 -0.2 0.4 -0.25
C 0.6940 0.7910 -1.1652 -0.1 1.7 -1.0 -0.67
H 1.1094 0.5623 -4.3412 0.0 -0.1 0.3 0.15
H 1.8006 -0.6306 -3.1945 -0.1 0.2 -0.1 0.14
H -0.5065 -1.4198 -3.2212 0.0 0.2 0.0 0.14
H -1.1390 0.2428 -3.4679 0.2 -0.2 0.2 0.15
Tb 0.1724 -1.4614 0.1913 2.8 0.3 -3.6 2.07
O -0.7729 -1.4656 1.8339 -2.1 -2.5 2.4 -0.18
O -0.3779 0.6529 1.5998 2.8 -1.8 -0.9 -0.04
C -0.7151 1.6539 0.7681 -2.8 0.8 0.1 -0.06
C 0.0302 1.9913 -0.4673 0.4 -0.1 -0.2 -0.04
O -0.9779 -0.0664 3.6117 -0.2 -1.4 -2.3 0.21
C -0.8184 -0.3535 2.4476 -0.7 4.3 4.9 -0.65
H -1.7452 1.9287 0.9867 0.2 0.6 -0.6 0.14
H -0.6493 2.4613 -1.1962 0.2 -0.1 0.4 0.15
H 0.8181 2.7241 -0.2437 0.1 -0.2 -0.2 0.15
```
Forces are in eV/Å.


No. 5
The following is a DFT calculation (the ωB97M-V functional and the def2-TZVPD basis) of one molecule with the formula C6H7PS4.

Computed properties:
F_max in eV/A: 3.38
Relative energy (zero: lowest compared OMol25 entry of this formula, charge and spin) in kcal/mol: 8.9
Calculated total energy in eV: -58965.310
SMILES: SP(S)SSc1ccccc1

The geometry in XYZ format:
```
18
Properties=species:S:1:pos:R:3:forces:R:3:lowdin_charge:R:1
S 2.2417 3.7844 2.9236 0.0 0.2 1.6 0.28
P 1.0264 2.7338 1.5910 -0.2 -0.3 -1.5 -0.09
S 2.2651 1.0636 0.9329 1.9 1.6 -0.4 0.24
S -0.0506 1.6936 3.0827 0.2 -0.4 0.4 0.09
S -1.7610 1.0229 2.1545 -1.1 1.0 0.3 0.52
C -1.2792 -0.0147 0.8504 1.9 -1.2 -1.7 -0.66
C -0.2292 -0.9392 1.0678 0.1 1.0 2.2 -0.20
C 0.3626 -1.6560 0.0423 0.3 -0.1 -1.1 -0.11
C 0.0001 -1.3809 -1.2920 -0.7 0.0 0.7 -0.07
C -1.0721 -0.5224 -1.5171 1.2 -0.9 1.3 -0.11
C -1.6920 0.1295 -0.4902 -2.4 2.4 0.4 -0.11
H 3.2854 4.1335 2.1820 0.0 -0.1 -0.7 -0.20
H 3.4113 1.9069 0.5725 -1.9 -1.3 0.5 -0.13
H 0.2083 -0.8548 2.1478 -0.7 -1.0 -2.1 0.10
H 1.1430 -2.3976 0.2253 -0.1 0.4 0.2 0.11
H 0.4588 -1.7914 -2.1831 0.3 -0.4 0.4 0.10
H -1.3969 -0.3435 -2.4843 -0.5 0.3 -1.8 0.08
H -2.5317 0.8725 -0.8328 1.6 -1.4 1.2 0.15
```
Forces are in eV/Å.


No. 6
The following is a DFT calculation (the ωB97M-V functional and the def2-TZVPD basis) of C6H8 as an isolated structure.

Computed properties:
F_max in eV/A: 2.60
Relative energy (zero: lowest compared OMol25 entry of this formula, charge and spin) in kcal/mol: 47.6
Calculated total energy in eV: -6348.720

The geometry in XYZ format:
```
14
Properties=species:S:1:pos:R:3:forces:R:3:lowdin_charge:R:1
C -0.7429 0.3412 -1.0292 0.0 0.2 -0.1 -0.09
C 0.7374 -0.0319 -0.6873 0.5 -0.2 -0.4 -0.28
C 0.6506 0.9513 0.4709 0.1 -0.1 0.1 -0.13
C -0.8189 0.3526 0.5332 1.3 0.7 0.4 -0.24
C -0.5587 -1.1300 0.8398 0.6 0.3 0.1 -0.05
C 0.5153 -1.3490 0.0738 0.0 -0.1 0.0 -0.07
H -1.2857 -0.4179 -1.6108 -0.1 0.2 0.5 0.11
H -0.9012 1.3317 -1.4626 0.3 0.0 0.0 0.10
H 1.5438 0.0280 -1.4100 0.1 -0.2 -0.2 0.12
H 0.6531 2.0211 0.1898 -0.1 -0.5 -0.1 0.11
H 1.2776 0.8204 1.3612 -0.1 -0.2 -0.2 0.11
H -1.1706 1.1097 1.1952 -2.6 -0.3 0.3 0.11
H -1.0833 -1.8309 1.4913 0.2 0.5 -0.1 0.10
H 1.1834 -2.1964 0.0448 -0.2 -0.2 -0.2 0.10
```
Forces are in eV/Å.


No. 7
The following is a DFT calculation (the ωB97M-V functional and the def2-TZVPD basis) of one molecule with the formula C6H8.

Computed properties:
F_max in eV/A: 0.67
Relative energy (zero: lowest compared OMol25 entry of this formula, charge and spin) in kcal/mol: 85.1
Calculated total energy in eV: -6347.094

The geometry in XYZ format:
```
14
Properties=species:S:1:pos:R:3:forces:R:3:lowdin_charge:R:1
C 1.9527 0.2517 -0.5472 0.1 0.0 0.0 -0.06
C 0.7208 0.8763 0.0408 -0.1 0.5 0.0 -0.45
C 0.2942 2.1042 0.1243 0.2 -0.6 -0.1 0.25
C -0.3500 0.0290 0.7047 0.0 0.0 0.2 -0.30
C -1.8076 0.1094 0.3068 -0.2 0.1 0.0 -0.12
C -0.9847 -1.0619 -0.1193 0.0 -0.2 -0.1 -0.12
H 2.5205 -0.2885 0.2181 -0.1 0.1 -0.1 0.08
H 2.6069 0.9983 -1.0049 -0.1 -0.1 0.1 0.08
H 1.6681 -0.4750 -1.3168 0.0 0.1 0.1 0.08
H -0.1580 -0.2020 1.7504 0.0 0.0 -0.2 0.14
H -2.5449 -0.0324 1.0911 0.2 0.0 -0.1 0.10
H -2.0846 0.8362 -0.4492 0.1 -0.1 0.1 0.10
H -1.1398 -2.0207 0.3659 0.0 0.2 -0.1 0.10
H -0.6938 -1.1245 -1.1645 -0.1 0.0 0.2 0.10
```
Forces are in eV/Å.


No. 8
The following is a DFT calculation (the ωB97M-V functional and the def2-TZVPD basis) of one molecule with the formula C6H8.

Computed properties:
F_max in eV/A: 0.28
Relative energy (zero: lowest compared OMol25 entry of this formula, charge and spin) in kcal/mol: 113.3
Calculated total energy in eV: -6345.871

The geometry in XYZ format:
```
14
Properties=species:S:1:pos:R:3:forces:R:3:lowdin_charge:R:1
C -1.1276 0.2026 -0.9721 0.1 0.1 -0.2 -0.09
C -0.9036 0.1556 0.5181 -0.1 0.1 0.2 -0.25
C -0.6988 -1.0784 -0.3191 0.0 -0.2 0.0 -0.35
C 0.7496 -1.4361 -0.0732 -0.1 0.0 -0.3 0.14
C 1.4618 0.9816 0.3815 0.0 0.1 0.0 0.01
C 0.4605 0.4374 1.0826 0.0 0.0 0.0 -0.19
H -0.4378 0.7309 -1.6248 0.0 -0.1 0.1 0.09
H -2.1687 0.2961 -1.2731 0.2 -0.1 0.1 0.10
H -1.7582 0.2505 1.1814 0.1 0.0 -0.1 0.13
H -1.3920 -1.9126 -0.2315 0.1 0.1 0.0 0.13
H 1.3822 -1.1128 -0.9211 -0.1 0.0 0.0 0.01
H 2.4763 1.0039 0.7663 -0.2 0.0 0.0 0.08
H 1.3072 1.4203 -0.5998 0.0 -0.1 0.1 0.07
H 0.6491 0.0611 2.0849 0.0 0.1 -0.1 0.12
```
Forces are in eV/Å.